# 1
This record from OMol25 describes a cluster of 3 separate species, C22H41N2O7S4 in total in a non-equilibrium geometry. The level of theory is ωB97M-V/def2-TZVPD.

Output
E_LUMO: -3.11 eV
total charge: +1
M: 573.85 g mol⁻¹
HOMO-LUMO gap: 7.9022 eV
E_tot: -3091.1267 a.u.
maximum force: 8.605 eV Å⁻¹
E_HOMO: -11.01 eV

```
76
Properties=species:S:1:pos:R:3:forces:R:3
C 7.17318 3.04374 0.59794 0.45 -0.49 -0.22
C 7.29065 1.94125 -0.65326 3.66 2.18 -2.83
O 8.14044 2.22691 -1.64241 -5.78 -2.67 5.78
O 6.47317 0.72734 -0.51326 2.05 2.64 -1.97
C 6.43422 -0.07331 -1.74570 -1.52 -1.82 -0.41
C 4.93291 -0.81051 -1.75616 0.76 0.66 -0.16
C 4.77307 -1.97760 -0.61632 0.31 -0.62 -1.24
S 3.31895 -1.43692 0.48657 0.10 -0.32 -0.17
C 2.36862 -2.93382 1.09216 -0.57 -2.10 0.99
C 0.75911 -2.69917 1.30027 -0.24 0.55 0.75
C 0.33963 -1.22050 1.87177 -1.43 -0.24 -0.13
C -1.31969 -1.11212 1.70166 0.44 1.11 -0.06
C -1.72946 -0.29245 0.33570 -0.91 -0.09 -0.45
C -2.57175 -1.21648 -0.75856 0.42 0.56 -0.03
C -2.45998 -0.54733 -2.27644 0.91 -1.71 0.69
S -3.77578 0.73499 -2.63947 0.64 1.39 1.25
C -3.43129 2.37425 -1.80359 2.04 6.89 0.54
N -3.12099 3.69746 -2.52908 -0.71 -3.11 3.61
N -2.94633 4.75517 -1.64207 -1.24 -4.40 4.28
C -3.11914 4.24420 -0.22367 -0.02 -1.66 -7.07
O -3.40572 2.79569 -0.39465 0.25 1.51 -0.83
H 7.57681 2.54303 1.58762 -1.02 0.90 -2.03
H 7.88839 3.95572 0.35604 -1.58 -2.18 0.23
H 6.08453 3.44826 0.74865 2.06 -1.05 -0.35
H 6.48266 0.53841 -2.74186 0.34 -0.97 2.20
H 7.22739 -0.94430 -1.67629 -1.34 2.04 -0.35
H 4.10708 0.02646 -1.60032 1.76 -1.80 -0.48
H 4.81070 -1.30932 -2.81669 0.13 1.04 2.19
H 4.38998 -2.95135 -1.19019 0.72 2.03 1.70
H 5.74347 -2.22016 -0.00910 -2.02 0.56 -1.05
H 3.88069 -0.85340 1.63432 -0.26 -1.01 -1.00
H 2.85432 -3.25423 2.12769 -1.05 0.63 -2.69
H 2.47735 -3.81546 0.29897 0.25 2.13 1.60
H 0.41367 -3.48541 2.12727 0.95 1.69 -2.02
H 0.13522 -2.90854 0.32989 1.49 0.49 1.67
H 0.76428 -0.31329 1.23715 -0.58 -1.97 1.42
H 0.56536 -1.07829 3.03189 -0.13 -0.45 -2.61
H -1.68060 -0.44846 2.61606 0.48 -1.76 -1.88
H -1.83876 -2.17326 1.66767 1.14 2.19 0.39
H -0.81201 0.18585 -0.23593 -1.66 -1.03 1.34
H -2.45329 0.58874 0.64138 1.60 -1.69 -0.71
H -2.17331 -2.33732 -0.81213 -0.70 2.43 0.16
H -3.69408 -1.24127 -0.42329 2.13 -0.07 -0.79
H -1.37746 -0.16866 -2.52641 -2.15 -0.57 0.64
H -2.66192 -1.45539 -3.02386 0.04 2.33 1.30
H -3.06101 4.89021 0.75539 -0.26 -2.07 -2.03
C 1.99029 -2.22950 6.65281 -0.30 0.05 0.17
C 2.62338 -3.48619 7.24822 0.13 0.10 0.37
C 2.77975 -4.50102 6.11696 -0.04 -0.50 0.44
S 2.95182 -3.55106 4.61376 0.50 -0.06 1.17
O 1.79965 -3.80430 3.77440 0.30 -0.13 0.07
O 4.31028 -3.67500 4.12418 -0.57 0.04 -0.62
C 2.75835 -1.94900 5.36978 -0.06 0.51 0.13
H 2.03994 -1.38317 7.34411 -0.02 -0.12 -0.15
H 0.93472 -2.41980 6.42479 0.12 0.08 0.01
H 3.60917 -3.23792 7.65995 -0.16 -0.04 -0.06
H 2.02028 -3.89512 8.06489 0.14 0.05 -0.17
H 3.66633 -5.12487 6.25589 -0.17 0.06 -0.25
H 1.89185 -5.13174 6.01953 0.14 0.11 -0.14
H 2.23039 -1.27682 4.69124 0.10 -0.13 -0.06
H 3.75714 -1.55829 5.58613 -0.09 -0.12 -0.10
C -6.39388 3.60785 -4.44635 0.16 -0.02 0.26
C -6.43767 2.33172 -5.28550 0.31 -0.14 -0.04
C -7.86578 2.17286 -5.80448 0.17 -0.73 -0.03
S -8.54247 3.82235 -5.91821 -0.24 0.37 -0.40
O -9.62235 3.94418 -4.96157 0.22 -0.01 -0.46
O -8.69933 4.17823 -7.31434 -0.26 -0.12 0.63
C -7.11422 4.66661 -5.26788 0.41 0.27 0.25
H -5.36732 3.90746 -4.21607 -0.15 -0.03 0.00
H -6.92056 3.44523 -3.49840 0.05 0.07 -0.09
H -5.74627 2.42764 -6.13149 -0.09 0.00 0.13
H -6.12825 1.45591 -4.70662 -0.05 0.11 -0.11
H -7.88530 1.70341 -6.79127 -0.20 0.17 0.15
H -8.48365 1.60039 -5.10721 -0.02 0.19 -0.13
H -7.42683 5.52948 -4.67737 -0.12 -0.09 -0.18
H -6.50275 4.99109 -6.11515 -0.16 -0.04 0.07
```
Positions in Å, forces in eV/Å.

# 2
This record from OMol25 describes a structure of composition C22H42BiNP3S2 in a non-equilibrium geometry. The level of theory is ωB97M-V/def2-TZVPD.

Output
E_LUMO (alpha / beta): -11.67 / -11.68 eV
total charge: +3
M: 686.62 g mol⁻¹
HOMO-LUMO gap (alpha / beta): 4.7907 / 4.7802 eV
E_tot: -2952.1608 a.u.
maximum force: 7.749 eV Å⁻¹
E_HOMO (alpha / beta): -16.46 / -16.46 eV
energy relative to the best compared isomer or geometry (same formula, charge and spin): 3.263 eV

```
71
Properties=species:S:1:pos:R:3:forces:R:3
Bi 0.36992 -0.73534 -1.01861 -2.30 2.15 7.08
P -0.78060 1.53114 1.04443 0.53 0.35 -0.08
P -2.68944 -1.17465 -0.19453 -0.98 -0.30 -0.95
P 2.77170 0.71212 -0.41566 0.64 0.29 0.24
H 1.13815 -2.25175 -3.84244 0.47 0.52 0.25
C 1.43245 -1.50459 -3.07243 0.62 -0.57 -3.87
C 1.66794 -2.32694 -1.82950 2.50 -3.34 -0.80
H 2.50695 -2.11929 -1.12939 -0.67 -0.32 -0.48
C -1.03674 2.99277 -0.01884 -0.06 -0.14 -0.02
C -2.26217 1.62403 2.10631 -0.11 -0.38 -0.17
C 0.42857 2.16175 2.26178 0.09 0.00 0.06
C -3.17120 -2.60295 -1.24751 0.08 -0.07 0.10
C -3.57602 -1.64730 1.33364 0.25 -0.04 0.55
C -3.88467 0.08431 -0.86020 0.48 0.02 0.11
C 4.11934 0.17457 -1.50918 0.24 -0.20 -0.37
C 3.54346 0.55195 1.23604 -0.24 -0.20 0.14
C 2.73493 2.50731 -0.71501 -0.22 0.40 -0.24
H 2.37881 -1.04191 -3.39886 -0.46 -0.35 0.07
H 1.01500 -3.19498 -1.61788 0.51 0.39 -0.02
H -1.42463 3.81526 0.58130 0.02 0.12 -0.07
H -1.75465 2.75139 -0.80271 -0.07 0.08 -0.01
H -0.10371 3.29494 -0.49388 0.01 0.02 0.02
H -2.34689 2.64381 2.47613 -0.02 0.09 0.02
H -2.16368 0.95360 2.95659 0.02 -0.03 0.05
H -3.16421 1.36746 1.56059 -0.11 0.03 0.06
H -0.04920 2.95278 2.84753 0.14 -0.01 -0.05
H 1.31673 2.57166 1.77856 -0.14 -0.04 0.12
H 0.73335 1.36172 2.94110 -0.04 0.09 -0.06
H -4.26394 -2.72966 -1.22476 0.34 -0.07 -0.07
H -2.68627 -3.50294 -0.84297 -0.21 0.12 -0.21
H -2.84310 -2.45420 -2.28542 -0.21 -0.11 0.32
H -4.66401 -1.59999 1.17149 0.37 -0.07 0.04
H -3.31391 -0.97469 2.16185 -0.19 -0.19 -0.17
H -3.30643 -2.67754 1.60770 -0.10 0.22 -0.04
H -4.90549 -0.28427 -0.68933 0.26 0.17 -0.11
H -3.71480 0.22671 -1.93410 -0.18 -0.02 0.41
H -3.74395 1.04695 -0.35479 -0.21 -0.17 -0.21
H 4.91135 0.94421 -1.47291 -0.23 -0.44 -0.03
H 3.78677 0.06346 -2.55370 0.26 0.16 0.39
H 4.53173 -0.78928 -1.16949 -0.09 0.35 -0.09
H 4.51492 1.06825 1.23124 -0.26 -0.10 -0.10
H 3.69340 -0.50959 1.47003 0.00 0.23 -0.13
H 2.90808 0.98895 2.01587 0.16 -0.10 -0.25
H 3.76710 2.85159 -0.88984 -0.35 -0.09 0.12
H 2.31616 3.06898 0.13117 0.17 -0.24 -0.29
H 2.13703 2.74257 -1.60826 0.24 -0.01 0.27
C 0.31884 -0.40599 -3.25785 0.57 0.18 -1.75
C 0.71125 0.97179 -3.31114 -0.13 -1.04 0.02
C -0.28699 1.92386 -3.39937 -0.39 1.13 -0.15
C -1.62220 1.53022 -3.56687 -0.03 -0.76 -0.08
C -1.98792 0.16501 -3.68805 0.13 0.51 -0.10
C -1.02006 -0.81803 -3.52723 0.57 0.59 -0.08
S 3.35226 -4.12727 -2.97903 -0.95 1.78 1.17
H 4.36970 -3.31177 -2.57229 -0.30 -0.39 -0.21
H 1.78356 1.22803 -3.30813 -0.66 -0.10 0.15
H -0.04316 3.01414 -3.37025 -0.20 -1.09 -0.16
H -2.40239 2.27836 -3.65526 0.12 0.02 -0.03
H -3.02590 -0.10847 -3.92154 0.56 0.16 0.05
H -1.23195 -1.88820 -3.61831 -0.03 0.40 0.05
S 1.17357 -2.50898 1.47431 -0.12 0.03 -1.45
C 0.74469 -1.72653 2.91132 -1.04 0.12 0.63
N -0.58170 -1.71034 3.30912 0.82 0.46 -0.13
C -1.00326 -1.03581 4.41190 0.23 -0.27 0.08
C -0.09055 -0.40251 5.22427 0.01 0.12 -0.05
C 1.27959 -0.46569 4.90498 -0.35 -0.62 -0.59
C 1.68850 -1.13769 3.75867 -0.29 0.23 0.48
H -1.25297 -2.20260 2.70640 0.43 0.29 0.40
H -2.06988 -1.06619 4.61913 0.20 -0.02 0.00
H -0.42489 0.13268 6.10842 -0.02 -0.17 -0.17
H 2.01640 -0.01160 5.54440 0.08 0.12 0.20
H 2.73133 -1.24878 3.48124 -0.16 0.13 0.17
```
Positions in Å, forces in eV/Å.